# 1
The following is a quantum chemistry calculation of a gas-phase ion, C6H11O (charge +1) at a distorted geometry, from the Open Molecules 2025 dataset.

```
18
C6H11O the ωB97M-V functional and the def2-TZVPD basis
C -2.27 -0.10 -0.26
C -1.26 -0.85 -1.04
C 0.15 -0.90 -0.44
C -0.02 1.03 1.10
C 0.68 0.49 -0.04
C 2.14 0.36 0.48
O -2.08 0.68 0.64
H -3.31 -0.27 -0.58
H -1.63 -1.87 -1.19
H -1.26 -0.40 -2.04
H 0.15 -1.56 0.44
H 0.82 -1.33 -1.18
H -0.09 0.46 2.01
H -0.18 2.10 1.21
H 0.67 1.17 -0.90
H 2.19 -0.15 1.44
H 2.60 1.34 0.59
H 2.71 -0.21 -0.25
```

Results
* highest occupied orbital energy: -0.56684 Eh
* total charge: +1
* ΔE to the lowest compared entry with this formula, charge and spin: 22.5 kJ/mol
* HOMO-LUMO gap: 10.040 eV
* electronic energy: -8439.2424 eV

# 2
The following is a quantum chemistry calculation of a gas-phase ion, C6H11O4S (charge -1) at a distorted geometry, from the Open Molecules 2025 dataset.

```
22
C6H11O4S the ωB97M-V functional and the def2-TZVPD basis
C -0.02 -0.03 1.29
C 0.77 -0.47 0.11
C -0.17 0.59 -0.11
C 2.34 -0.29 0.20
C 0.43 -1.77 -0.66
C 0.16 2.06 -0.38
O -2.26 -1.41 0.43
O -3.73 -0.20 -0.95
O -2.83 0.84 1.11
O -1.42 0.38 -1.01
S -2.66 -0.09 -0.01
H -0.95 -0.62 1.44
H 0.44 0.66 1.96
H 2.79 -0.79 1.05
H 2.53 0.78 0.33
H 2.65 -0.66 -0.71
H 1.10 -2.54 -0.41
H 0.34 -1.58 -1.71
H -0.46 -2.11 -0.43
H -0.06 2.82 0.29
H -0.20 2.32 -1.35
H 1.23 2.09 -0.50
```

Results
* highest occupied orbital energy: -0.18826 Eh
* total charge: -1
* ΔE to the lowest compared entry with this formula, charge and spin: 59.9 kJ/mol
* HOMO-LUMO gap: 8.554 eV
* electronic energy: -25425.2766 eV